{
  "formula": "C2H3Cl2N2",
  "method": "ωB97M-V/def2-TZVPD",
  "lumo_energy_ev": [-5.5, -6.3],
  "e_homo_ev": [-14.151, -13.704],
  "total_charge": 1,
  "max_force_ev_per_a": 4.1,
  "orbital_gap_ev": [8.602, 7.361],
  "de_lowest_kcal_mol": 134.22,
  "species": ["Cl", "Cl", "N", "N", "C", "C", "H", "H", "H"],
  "xyz": [[-3.0772, 0.2781, 3.8168], [-1.0467, -0.7979, 2.1938], [-1.4843, 0.1550, 3.4389], [1.2098, 0.2138, -1.9514], [-0.3308, -0.2835, 0.0372], [0.2487, 0.0350, -0.9307], [1.9270, 0.8733, -1.6204], [1.5973, -0.7635, -2.0290], [0.9561, 0.2896, -2.9551]]
}